ORCA calculation (ωB97M-V/def2-TZVPD) on a molecular structure, C27H40Be2Cl4F8N5O10P2S2.

Geometry as XYZ:
```
100
Properties=species:S:1:pos:R:3
H 5.74 2.32 0.81
H -2.65 2.43 1.18
F 2.88 -0.42 0.63
H 6.31 2.88 -2.84
H -3.30 0.25 2.60
C -2.60 -5.37 0.60
C -0.77 -4.78 2.35
O 1.02 1.05 0.71
C -1.42 -4.43 1.05
H -2.74 0.95 -1.88
H -1.16 -4.37 4.39
F 3.18 -2.19 1.99
H -2.90 2.55 -3.75
F 3.96 4.59 1.47
H 2.07 -4.11 1.31
H -0.54 -0.38 1.99
O -1.99 -6.30 -0.22
C -2.69 0.32 -1.00
O 4.54 1.28 -0.85
N 2.67 -5.72 0.04
O -0.36 -4.63 0.07
H 4.67 2.28 -3.16
C -1.43 -1.28 3.80
C 5.20 2.27 -1.12
C -1.14 -0.08 2.85
C -2.33 1.42 1.04
O -3.22 -6.02 1.68
H 3.73 5.93 0.54
H -1.34 1.48 0.62
C 3.81 -6.46 -0.11
F 3.29 -0.70 3.49
H 2.71 6.29 -0.90
H -2.48 -1.53 3.78
C -3.25 3.57 -3.64
C -4.12 6.19 -3.32
H -1.67 -0.01 -0.83
H -2.37 -3.68 3.39
O 0.05 -6.52 -1.53
H -2.38 1.60 3.13
H 0.30 -4.63 2.27
H 4.90 3.89 -2.47
S -3.31 -1.93 1.65
N 5.88 2.84 -0.07
C -1.31 -3.86 3.46
H -0.53 0.57 3.44
H 4.55 -4.38 2.33
H 0.06 -2.38 2.62
C -4.53 -5.99 1.67
C 5.28 2.88 -2.48
H 0.16 -2.59 4.33
F 3.57 0.98 2.03
H -1.77 -2.41 -0.61
F -2.82 3.46 -1.32
Be -3.50 -8.46 1.15
P -1.65 -2.62 0.83
Cl -7.28 3.67 -4.35
C 4.73 -6.01 0.81
F 4.91 -1.33 0.85
H 3.88 -7.24 -0.85
H -0.50 -1.91 1.22
C 4.77 6.30 -1.17
H -3.32 -0.65 -1.31
S -0.84 -5.57 -1.12
N -5.60 -5.98 2.04
Cl -3.89 -4.63 -0.50
C 4.12 -4.96 1.53
C -0.53 -2.53 3.51
H -1.23 -0.97 4.81
C 2.85 -4.80 1.04
C -3.68 5.47 -2.22
O 1.74 2.99 0.19
C 3.62 6.58 -0.37
C -2.37 0.77 2.44
Be -3.88 -2.21 -0.41
N 5.65 6.03 -1.85
H 5.72 -6.39 0.94
H 6.26 4.68 0.72
H -4.45 7.21 -3.19
H 6.80 4.50 -0.97
H 3.56 7.63 -0.11
O -1.33 -4.72 -2.12
H -9.04 4.45 -5.69
Cl -7.23 5.77 -6.35
C -3.70 4.30 -4.74
N 1.12 2.24 0.98
C -4.13 5.60 -4.57
C -7.99 4.26 -5.86
C -3.26 4.17 -2.40
P 3.86 -0.66 1.94
H -4.48 6.17 -5.43
C 6.70 3.99 -0.01
Cl -7.84 3.05 -7.13
F 5.32 -0.29 2.63
H -3.67 5.90 -1.23
O -3.30 0.86 0.08
H -0.89 -5.82 2.62
H 7.70 3.69 0.34
O 0.63 2.71 2.00
H -3.71 3.84 -5.72
H 1.85 -5.84 -0.50
```

Net charge: +1
Max |F| (eV/Å): 3.2
Highest occupied orbital energy (eV): -9.527



ORCA calculation (ωB97M-V/def2-TZVPD) on a molecular structure, C27H40BrIN4O3RhS2Si.

Geometry as XYZ:
```
80
Properties=species:S:1:pos:R:3
H 1.90 -3.83 -1.44
H -2.20 -1.56 -0.12
H 1.65 -0.85 3.60
C 4.15 0.74 -1.75
H -2.62 4.85 0.45
H -0.03 -1.35 3.88
H -2.50 1.11 1.80
S -2.93 2.84 -0.81
H 0.65 3.20 0.48
H -4.85 0.44 -2.19
H -0.86 3.12 1.40
H 6.93 2.64 -2.10
H -2.86 5.23 -2.58
H 1.21 -2.56 3.54
H 2.19 -6.01 -0.33
C 4.91 3.40 -2.10
N -0.43 1.95 -1.42
C 0.69 1.74 2.10
H -6.78 -0.63 -1.46
H -4.12 4.87 -0.50
C -1.27 2.93 -1.36
H -1.98 -6.84 -0.89
C 0.36 1.83 3.60
H -1.32 -2.53 1.93
Rh -0.52 0.04 -0.95
C -3.49 -0.53 -1.12
C 5.50 1.08 -1.86
H 2.82 3.83 -2.05
C 0.61 -1.48 1.77
I -0.32 -2.24 -2.69
H 1.77 -1.70 -0.05
H 2.50 1.50 0.87
N -3.20 -1.55 -0.30
C 3.58 3.07 -2.00
C -1.13 -6.18 -0.99
C 0.87 -1.55 3.29
H -0.67 2.14 3.77
C 1.05 -4.49 -1.31
C -0.20 -4.10 -1.77
O 3.88 -0.58 -1.59
H 0.53 0.90 4.15
H -2.53 -0.64 1.90
C 1.74 1.45 -1.66
H 2.91 -0.66 -1.49
O 1.39 0.20 -1.40
S -0.71 4.53 -1.80
C -1.94 0.23 2.13
N -4.74 -0.32 -1.53
C 3.18 1.74 -1.82
O -2.56 0.24 -1.49
C -1.29 -4.95 -1.62
Si -0.22 0.22 1.38
H -0.57 -2.63 0.33
C -3.06 4.62 -0.52
H 0.24 -7.52 -0.05
H 6.23 0.28 -1.80
H 5.21 4.43 -2.23
H 1.01 2.58 4.05
C 0.23 3.05 1.47
C -0.37 -2.61 1.40
H 0.07 -3.58 1.66
C -5.87 -1.15 -1.18
C 2.21 1.63 1.92
H -5.90 -1.32 -0.10
H 2.64 0.81 2.49
H 2.70 -1.03 1.28
C 1.91 -1.74 1.02
H 2.69 2.55 2.27
C 5.87 2.39 -2.03
C -2.33 5.32 -1.64
N 0.87 2.40 -1.74
C 1.21 -5.71 -0.69
H -5.85 -2.11 -1.70
C 0.12 -6.55 -0.53
H -3.80 -2.32 -0.08
H 2.28 -2.74 1.27
H -1.83 0.29 3.22
Br -3.02 -4.52 -2.25
H -2.15 6.37 -1.42
H 0.57 3.88 2.09
```

Net charge: +1
Max |F| (eV/Å): 2.0
Highest occupied orbital energy (eV): -10.357
ΔE to the lowest compared entry with this formula, charge and spin (eV): 0.3576



ORCA calculation (ωB97M-V/def2-TZVPD) on a molecular structure, C27H40BrIN4O3RhS2Si.

Geometry as XYZ:
```
80
Properties=species:S:1:pos:R:3
C -0.91 -2.33 1.36
H -1.30 -4.50 -2.99
H 1.84 3.68 1.92
H -4.05 0.75 -1.41
H -0.63 -4.31 -5.34
H 0.07 -0.62 3.38
H 4.44 -5.27 1.26
H 1.08 -4.14 -4.89
H 1.80 -1.22 1.87
H 0.15 1.09 3.79
H 4.87 -3.77 2.09
Br 4.99 -0.02 3.23
Rh 1.01 -0.23 -0.48
H 1.66 4.57 4.21
O 2.19 -1.94 -0.31
H 3.64 -3.84 -0.41
H -3.60 -2.39 0.47
N 3.43 -3.60 0.55
H -2.12 -2.38 -1.60
C -0.65 2.44 -3.21
O 0.37 1.48 -1.28
C 0.14 0.38 2.95
H -2.31 5.35 -5.13
C 0.05 -3.94 -4.58
H -2.42 1.39 -1.31
N -0.02 0.13 -3.09
C 2.96 3.08 5.05
S -0.20 -2.15 -4.45
H -1.70 2.50 0.94
H -3.44 1.37 0.12
C 3.16 2.08 2.47
C 3.86 1.47 3.51
H 0.13 3.20 -1.04
C -2.32 0.58 2.84
I 3.22 1.40 0.50
C 0.35 -2.05 -2.80
C 4.05 -4.33 1.64
C -0.71 3.72 -2.64
H 0.05 2.30 0.99
H -0.82 2.80 2.44
H -3.87 -0.93 1.42
C -1.19 2.24 -4.49
N 0.46 -0.88 -2.25
C 2.66 -2.52 0.71
H 1.11 0.49 2.45
H -1.84 -2.55 1.89
H -4.74 -1.17 -0.09
H 2.84 -2.31 2.78
C -0.24 -4.54 -3.23
O -0.22 4.02 -1.42
C -3.78 -1.31 0.41
H -1.13 1.25 -4.92
H -2.07 -0.86 -2.52
C -1.03 0.70 2.01
C -1.31 4.76 -3.35
C -3.17 0.81 -0.77
H -2.50 -0.44 3.19
C 2.27 3.69 4.02
H -2.23 1.22 3.72
C -0.87 2.15 1.56
C 3.75 1.97 4.80
H -1.35 5.74 -2.88
C 2.37 3.20 2.73
H -3.61 -1.60 -2.11
H -2.20 3.09 -6.16
S 0.68 -3.57 -2.00
N 2.38 -2.05 1.93
C -1.78 3.27 -5.18
H -0.78 -3.09 0.59
H 3.31 -4.56 2.41
H 0.11 -5.57 -3.15
C -2.69 -0.61 -0.44
H -3.19 0.91 2.28
H 4.31 1.50 5.60
Si -1.07 -0.61 0.59
C -2.60 -1.41 -1.74
H 2.89 3.46 6.06
H -0.09 -2.44 2.07
C -1.84 4.54 -4.60
C -0.07 1.29 -2.50
```

Net charge: +1
Max |F| (eV/Å): 1.2
Highest occupied orbital energy (eV): -10.309
ΔE to the lowest compared entry with this formula, charge and spin (eV): 0.0000